[1]
The following is a DFT calculation (ωB97M-V/def2-TZVPD) of a cluster of 2 separate species, C20H25N7O2 in total at a distorted geometry.

Element x y z (Å)
1 C 0.54306 1.22720 0.18033
2 C 1.92689 1.43827 -3.71824
3 C 0.54536 -0.04406 0.78533
4 C 2.19088 0.18347 -3.16678
5 C 0.41644 2.58376 3.95296
6 H -5.87637 -0.97787 1.96833
7 H 1.49721 2.68498 4.05924
8 H 3.88718 1.80279 -4.24241
9 C -0.90632 -2.14141 -1.99308
10 H 2.75214 3.02744 -4.74348
11 C 2.96925 1.32181 0.35138
12 H 2.33599 -3.30364 -1.38222
13 N -1.93674 -2.90206 -1.63628
14 H -0.39309 1.68175 -0.11695
15 H 1.77076 -1.60914 1.63333
16 H -0.06126 2.72165 4.92487
17 C -0.77142 -0.73926 1.07545
18 H 0.39239 2.85186 -4.26993
19 C -0.44858 1.04645 -3.43895
20 H 0.04939 3.35306 3.27015
21 C -3.76792 -0.71728 2.07079
22 C -5.04233 -1.38095 2.54124
23 C 1.76501 -0.63162 1.17259
24 H 3.91270 -0.39575 1.25697
25 C -1.29603 -0.56195 2.51485
26 H -1.71540 -3.88317 -1.71017
27 N 0.27973 -2.67182 -1.82249
28 N -1.21463 -0.98112 -2.52177
29 C 1.26657 -1.90006 -2.20452
30 H -1.47974 1.36812 -3.53044
31 H 3.15827 -1.79929 -1.62333
32 H -0.64049 -1.16721 3.13930
33 N -2.64366 -1.14666 2.65438
34 C -1.14966 0.87608 3.07042
35 O -2.11485 1.61555 3.22628
36 C 1.75285 1.90815 -0.03791
37 H -1.50846 -0.35511 0.37100
38 H -0.65894 -1.80539 0.87575
39 H -4.97420 -2.45484 2.38164
40 H -5.18991 -1.16306 3.59716
41 O -3.82253 0.12912 1.19019
42 C 0.60621 1.87433 -3.85075
43 N 0.08588 1.26442 3.41993
44 H -2.75600 -1.86312 3.34958
45 N 2.97414 2.24031 -4.13723
46 N 2.46491 -2.46583 -1.93645
47 H 3.89858 1.84681 0.17900
48 H 3.21984 -0.14492 -3.06639
49 H 0.84888 0.64529 3.19389
50 C 1.12410 -0.64308 -2.75585
51 C -0.19356 -0.21353 -2.89594
52 H -2.79407 -2.56110 -2.04900
53 H 1.74579 2.87891 -0.51375
54 C 2.97574 0.05273 0.95796

The HOMO energy is -0.2641 Ha. As for the LUMO energy: 0.442 eV. Its SMILES is CNC(=O)[C@H](Cc1ccccc1)NC(C)=O.Nc1ccc2nc(N)nc(N)c2c1.



[2]
The following is a DFT calculation (ωB97M-V/def2-TZVPD) of a cluster of 2 separate species, C2H9NO in total at a distorted geometry.

Element x y z (Å)
1 H 0.61654 1.28407 1.75201
2 H 2.43813 0.85150 -1.81093
3 H -1.16564 0.95637 1.99379
4 H -2.24564 -0.19788 -1.20003
5 H -0.77309 -1.43418 -0.70267
6 C -1.43938 -0.55924 -0.35835
7 C -0.27124 0.56974 1.55627
8 H 0.03568 -0.44504 2.11348
9 H 2.08875 -0.76911 -1.86265
10 H 1.25796 0.23114 -0.83637
11 O -0.60171 0.47090 0.10286
12 H -2.10390 -0.98975 0.49609
13 N 2.16353 0.03148 -1.24350

The HOMO energy is -0.3520 Ha. As for the LUMO energy: 0.960 eV. Its SMILES is COC.N.



[3]
The following is a DFT calculation (ωB97M-V/def2-TZVPD) of a structure of composition C18H15IN4O3W at a distorted geometry.

Element x y z (Å)
1 I -1.66804 2.29990 5.37739
2 C 0.50820 2.10631 -0.66160
3 C 0.79918 -5.14660 -1.05713
4 H -2.43677 1.73338 2.07821
5 C -1.71000 0.78663 3.96251
6 N -1.93178 -0.32483 2.01071
7 O -0.48802 1.61353 0.13207
8 C 0.14162 -2.87760 -0.68483
9 C -0.19328 -4.23066 -0.67583
10 H 2.75080 -5.43678 -1.87098
11 C -1.38930 -0.54763 4.15887
12 H -1.09003 -1.05968 5.05991
13 C 1.36345 -2.41831 -1.23718
14 C 2.28778 -3.35948 -1.67934
15 H -2.48152 -3.54324 -1.62939
16 W -0.81167 -0.20992 0.23415
17 O -1.38743 -4.72506 -0.30384
18 H 1.23178 7.33939 -1.04223
19 C 1.08048 6.27017 -0.98489
20 H -2.90128 -3.32244 0.09222
21 H -1.33342 4.00525 -0.28961
22 H 3.22208 -3.02409 -2.11086
23 C -2.05781 0.87974 2.61838
24 H 2.57538 -0.71674 -1.83690
25 H 3.10163 5.81089 -1.52181
26 N 1.24783 1.23724 -1.26593
27 C 0.70621 3.53103 -0.79700
28 H 0.56304 -6.19929 -0.97317
29 C 2.13644 5.40450 -1.25311
30 N -1.49766 -1.17226 2.98017
31 N 0.83502 -0.05429 -0.99467
32 H -0.99323 6.44260 -0.44980
33 C 2.01233 -4.71425 -1.55266
34 H -3.35910 -4.80885 -0.74905
35 C -0.35745 4.40483 -0.53621
36 C -0.16986 5.76795 -0.63887
37 H -1.42585 -2.16294 2.80705
38 C -2.59358 -4.04406 -0.66566
39 O -0.65500 -1.91587 -0.13659
40 C 1.95605 4.03945 -1.16882
41 H 2.76950 3.35760 -1.37622
42 C 1.64329 -1.01554 -1.36745

The HOMO energy (spin up / spin down) is -0.5276 / -0.5295 Ha. As for the LUMO energy (spin up / spin down): -8.381 / -8.784 eV. The expectation value of S² is 2.03. The net charge is +2. The spin multiplicity is 3.



[4]
The following is a DFT calculation (ωB97M-V/def2-TZVPD) of a cluster of 5 separate species, C16H44N3O6 in total at a distorted geometry.

Element x y z (Å)
1 C -0.28281 -0.23246 1.74460
2 H 3.15095 0.36347 0.77585
3 N 3.27123 3.32122 -1.49149
4 H -0.77324 0.25712 2.57746
5 H -2.26567 0.78298 4.12640
6 O 4.66051 1.78195 0.59982
7 H -0.68983 -0.42176 -6.58206
8 H 6.48906 4.29140 -0.94198
9 C 0.25856 -0.82734 -1.51249
10 H -0.66692 -0.24744 -1.59225
11 H 2.55717 0.49409 -3.60136
12 C 4.18878 0.55642 1.09351
13 H 0.07481 0.55486 1.06855
14 O -0.41182 -4.37512 1.73195
15 H -6.52025 0.50983 0.39545
16 H -2.76403 -3.30483 1.15144
17 C -4.46824 1.11211 0.93956
18 C 0.12017 -1.12210 -6.32734
19 H 0.78392 -0.54922 -0.60250
20 C -3.16834 1.36754 4.34721
21 H -0.23489 -2.15561 -6.31171
22 H -2.84114 2.22972 4.92663
23 H -1.32211 -4.41175 3.58089
24 H 0.74493 -0.99915 -7.22359
25 H 2.86241 2.57769 -2.04803
26 C 0.87323 -1.17885 2.17737
27 H -5.60213 -0.78529 1.01284
28 C -3.45498 0.91819 2.05270
29 N 1.88696 0.52420 -2.84112
30 H -0.26708 -1.84987 -3.88339
31 C 0.09149 -0.82002 -4.01595
32 O -3.84606 1.70166 3.16095
33 C -2.62535 -3.45866 2.23021
34 H 2.98915 3.10948 -0.53336
35 H -6.14388 0.45264 2.15175
36 H -0.72562 -0.09671 -4.06816
37 H 0.09612 -3.65136 2.16016
38 H 5.13160 4.39602 0.26564
39 H 1.23029 1.26541 -3.08473
40 H -1.47226 -2.12548 2.98600
41 H 4.47336 1.00252 -1.32925
42 O 0.87870 -0.74402 -5.21220
43 H 4.06168 0.53353 2.17492
44 O -2.45091 -2.26041 2.98542
45 O 0.53939 -1.97442 3.27536
46 H -3.75134 0.66580 4.95627
47 C 4.74153 3.10762 -1.43518
48 H -4.42001 1.19190 -1.11485
49 H 4.79530 -0.25661 0.68021
50 H -0.93530 -0.90220 1.18134
51 H -4.74466 2.17003 0.92751
52 N -3.86037 0.80963 -0.36913
53 C -5.75395 0.29165 1.14440
54 C 5.01906 1.75430 -0.75536
55 H -3.62588 -3.78420 2.54887
56 H 1.18243 -1.82917 1.34012
57 H -2.49378 1.24553 1.65462
58 H -3.78116 -0.19799 -0.43199
59 C 5.40844 4.30501 -0.78273
60 C -1.58395 -4.51390 2.52365
61 H 1.76481 -0.58594 2.44696
62 H 6.09849 1.55885 -0.80175
63 H -3.34361 -0.15632 2.23195
64 H 5.10133 5.23186 -1.27396
65 C 1.04118 -0.68626 -2.83428
66 H -1.98505 -5.51279 2.34490
67 H -0.06671 -1.86163 -1.37608
68 H 5.04496 2.97512 -2.47775
69 H 1.73131 -1.53247 -2.81741

The HOMO energy is -0.1352 Ha. As for the LUMO energy: 2.468 eV. The net charge is -1.



[5]
The following is a DFT calculation (ωB97M-V/def2-TZVPD) of the molecule C4H5NO.

Element x y z (Å)
1 H -2.42269 1.12392 0.77421
2 C 1.15457 -2.19726 -0.61782
3 C -1.58967 0.98075 0.06005
4 H 1.65266 0.73549 0.60092
5 O -1.70704 1.09512 -1.14037
6 H 1.29684 -3.22473 -0.88029
7 C 0.97945 -1.04625 -0.31108
8 H -0.52438 0.51191 1.70367
9 C 0.79874 0.38026 0.01357
10 H 0.79604 0.95128 -0.91963
11 N -0.43451 0.68952 0.71677

The HOMO energy is -0.3717 Ha. As for the LUMO energy: 0.820 eV. Its SMILES is C#CCNC=O.



[6]
The following is a DFT calculation (ωB97M-V/def2-TZVPD) of a structure of composition C36H43BrF4HfN3O14P5Te.

Element x y z (Å)
1 C 2.22777 -3.68069 -0.21375
2 H 2.19251 -1.54081 1.17643
3 H 0.12439 3.17459 0.03273
4 H 3.30813 4.64515 1.59382
5 C -3.91799 1.19966 -4.02194
6 H -4.92466 0.79077 -4.11309
7 O -0.79027 1.28633 -4.19220
8 P -1.36958 0.97206 -2.88467
9 C 5.55686 0.62211 0.47093
10 P 1.59222 0.26102 2.35779
11 H 7.85544 2.29789 1.79644
12 H -4.36870 4.04106 1.82636
13 H -1.70507 -4.02544 -3.20873
14 H -0.88420 5.73213 -0.47618
15 H -2.58816 2.50130 3.77512
16 C -3.02401 -6.84157 -0.58736
17 O -4.28300 1.92917 -1.02911
18 H 2.42842 -3.58330 -1.27275
19 C -3.10335 1.64690 1.87077
20 C -1.01500 -5.67580 -1.12550
21 C -1.52803 -4.47155 -0.65655
22 C 7.11954 1.59317 2.18967
23 C 1.71660 -3.96543 2.51036
24 O -1.54011 2.28863 -1.90788
25 C 0.67824 -3.70866 1.63052
26 C -0.01702 -2.90861 -2.46884
27 H -0.32678 -3.58837 2.02184
28 H 1.67714 -1.63652 -2.09002
29 H -2.01255 5.97100 3.06127
30 F -1.21935 -7.98177 -1.55962
31 P -3.78826 0.46192 -1.32050
32 P -0.77021 -0.96953 3.29524
33 H 4.99973 -1.17441 -1.27399
34 H 0.78624 5.32560 -0.08694
35 Te 1.68734 1.67367 -1.27689
36 O 1.65934 -0.73714 1.07380
37 C -2.82433 -4.48974 -0.13674
38 H -3.98144 2.24559 -3.72407
39 O -1.10718 -0.81727 1.80143
40 H 0.73930 -2.21254 -6.20851
41 P -0.49417 -2.94253 -0.70424
42 H -1.56343 0.10065 4.94831
43 H 5.16162 3.46981 2.21367
44 O -1.41005 0.31448 4.01577
45 H -2.90510 0.63518 2.20122
46 C 3.47593 1.67502 -0.10859
47 F 0.21413 -5.73563 -1.63403
48 H 0.25391 5.44288 2.33504
49 C -3.12061 0.40056 -3.00712
50 C 1.07585 -2.12793 -2.84527
51 Br -3.63312 -2.94635 0.57111
52 O -2.78090 -0.04290 -0.33597
53 C -1.86103 5.70254 2.01361
54 C -3.52146 3.95529 2.51779
55 H 1.50643 -4.05809 3.56743
56 H -3.41514 1.13863 -4.98602
57 F -3.73401 -7.96105 -0.55822
58 C -1.60297 3.39228 1.11519
59 H -1.21311 -3.59413 -5.56957
60 C -3.39521 2.54883 3.04445
61 H 2.19650 -1.25983 -4.44043
62 C 1.35915 -1.89278 -4.17861
63 H -3.55622 2.42585 -0.61093
64 C 4.38842 0.63064 -0.28182
65 C -0.42030 5.90936 1.61414
66 O 0.80784 -0.68353 3.42470
67 O -3.15935 -1.00580 -3.28517
68 C 0.92982 -3.54906 0.26634
69 H -0.20251 6.97655 1.57340
70 O -1.13843 -2.21683 3.96920
71 H 6.91975 1.86576 3.22609
72 C -0.83668 -3.43249 -3.46638
73 H -2.51266 6.34842 1.41324
74 H -5.00853 -1.29452 -1.37310
75 H -0.99570 3.04003 -2.17566
76 H 3.26134 -1.05734 -0.97591
77 C 5.85389 1.62672 1.37787
78 Hf -0.64946 0.44395 0.19144
79 H 6.25442 -0.19976 0.34476
80 H 1.94547 3.50898 1.53483
81 H 4.28479 -3.99695 0.30037
82 C 3.77285 2.71336 0.78123
83 H -2.31842 -1.32226 -3.64709
84 H 3.83897 -4.21559 2.72254
85 H -3.68147 4.67210 3.32314
86 C 4.14920 -0.49138 -1.25692
87 O -5.14245 -0.33414 -1.29899
88 N -2.27817 4.31318 1.85027
89 O -0.73669 -0.02655 -1.92867
90 C -1.74054 -6.85119 -1.09891
91 H -4.32307 2.23176 3.52197
92 C -0.56376 -3.18266 -4.80743
93 F -4.80111 -5.68772 0.37745
94 C 3.02071 -4.05086 2.03431
95 C -0.23648 5.24870 0.26557
96 C 3.27184 -3.91985 0.67352
97 H 7.56544 0.59941 2.17578
98 O 0.57016 1.24564 1.77971
99 C -3.56227 -5.66228 -0.10836
100 H 3.98882 -0.10757 -2.26553
101 N -1.95567 2.10356 1.05711
102 C 0.53574 -2.41620 -5.16590
103 C 2.83429 3.86077 1.00323
104 C 4.95370 2.67241 1.50819
105 H -4.00119 1.60101 1.24750
106 N -0.56491 3.84112 0.38401
107 H 2.52835 4.27440 0.04273
108 O 2.85703 0.68535 2.93790

The HOMO energy is -0.2700 Ha. As for the LUMO energy: 0.040 eV.



[7]
The following is a DFT calculation (ωB97M-V/def2-TZVPD) of a cluster of 7 separate species, C35H35N7 in total at a distorted geometry.

Element x y z (Å)
1 H 10.94464 11.01981 11.76620
2 H 10.80825 5.74822 6.37170
3 C 9.61952 10.57141 15.18138
4 H 13.71507 14.76673 10.48832
5 C 9.25316 10.76841 16.51085
6 H 15.26105 11.47299 8.23013
7 H 13.45797 6.89946 12.08508
8 N 7.99743 10.87599 16.98366
9 C 11.53963 10.09860 11.83072
10 C 7.28129 10.72719 14.76047
11 C 12.20745 8.17188 8.04729
12 H 5.98432 10.91045 16.47073
13 N 13.67954 13.97976 12.79802
14 H 6.47568 10.61059 14.09086
15 C 13.25862 11.95468 14.70233
16 H 13.12286 11.07786 15.34425
17 H 16.60150 3.89172 13.20052
18 C 14.46475 8.00633 15.15438
19 C 12.17339 12.68479 14.16616
20 C 14.55177 12.27210 14.27454
21 C 8.58465 10.58675 14.27549
22 H 12.70592 6.76619 14.91235
23 H 11.70699 7.57479 17.08163
24 N 12.12560 7.03915 7.29089
25 H 13.10048 9.02115 18.55077
26 H 14.33628 3.50482 12.22129
27 H 11.21603 12.02599 8.45073
28 C 16.26440 4.51920 12.37202
29 C 7.00782 10.85197 16.10488
30 H 9.01813 8.99514 8.45232
31 C 10.90821 6.69496 6.93480
32 C 12.70326 7.86302 16.77294
33 H 8.76195 7.03399 7.02721
34 H 15.66667 13.52559 9.68195
35 N 15.23034 8.80708 15.92626
36 H 10.04104 10.76958 17.26262
37 C 11.58981 7.86118 12.24496
38 H 15.45874 11.79786 14.56094
39 C 12.37340 13.59790 9.50178
40 C 14.67712 13.17768 9.44661
41 H 11.48435 14.12335 9.80974
42 C 12.46646 13.69939 13.26277
43 N 13.18886 11.62874 8.38383
44 C 12.98824 7.85483 12.04573
45 H 13.50662 4.94822 10.48391
46 C 17.02866 5.55302 11.92258
47 C 14.67533 9.14553 17.11564
48 N 10.90439 8.98034 12.16448
49 H 8.87116 10.48789 13.28114
50 H 15.68546 13.47343 12.89933
51 C 14.53575 5.07742 10.83924
52 H 14.68515 9.02698 11.44919
53 C 13.63234 13.95622 9.85113
54 C 12.20773 12.37308 8.82475
55 H 17.98488 5.84496 12.36767
56 C 11.16238 8.90329 8.49776
57 H 10.64152 10.66602 14.90281
58 H 11.29657 9.78266 9.14292
59 C 9.76562 7.39013 7.30421
60 N 16.65773 6.33003 10.87444
61 C 9.90253 8.50705 8.11351
62 C 14.68165 13.31620 13.33379
63 H 11.15862 12.45372 14.50042
64 H 14.89591 7.79328 14.20586
65 C 15.44045 6.11686 10.35466
66 C 14.43012 12.04274 8.67670
67 H 13.23741 8.49730 8.21806
68 H 13.41525 11.12732 11.55394
69 C 14.97706 4.26529 11.83303
70 H 11.08106 6.90613 12.45782
71 C 12.92787 10.18615 11.69064
72 H 11.67038 14.34886 12.95353
73 H 15.27085 9.86591 17.64970
74 C 13.63902 9.03596 11.68496
75 C 13.19676 7.50148 15.52819
76 C 13.47322 8.67572 17.60114
77 H 15.16514 6.65762 9.42944

The HOMO energy is -0.3475 Ha. As for the LUMO energy: 0.546 eV. Its SMILES is c1ccncc1.c1ccncc1.c1ccncc1.c1ccncc1.c1ccncc1.c1ccncc1.c1ccncc1.



[8]
The following is a DFT calculation (ωB97M-V/def2-TZVPD) of a cluster of 3 separate species, C19H31F6NO4S in total at a distorted geometry.

Element x y z (Å)
1 F 1.02993 3.00486 -1.17677
2 H -4.07720 2.83136 -2.23439
3 F 2.52017 2.68342 -4.16854
4 H 2.62376 -1.16574 4.37753
5 H 1.14179 -1.04988 5.32312
6 O 4.42140 0.00413 -1.48526
7 H 2.04146 -3.65730 1.17716
8 H 2.68583 -0.76811 -3.13385
9 C -2.99641 1.03005 -1.76193
10 H -3.15606 -3.00341 3.51440
11 H -1.41276 1.23885 1.48570
12 C -3.21798 -1.42410 2.05521
13 C 1.38198 -2.95373 4.33535
14 C -1.13355 0.44193 -3.19967
15 C -2.48478 2.42600 -3.63836
16 H 0.43357 -0.78333 -2.53347
17 C -3.27290 2.16998 -2.51578
18 F 2.39676 4.60114 -1.63993
19 H -4.55230 -1.91972 3.67599
20 H -0.84563 1.80906 -4.83967
21 C 0.01308 -0.50492 -3.50170
22 H -3.72838 -2.04672 1.31936
23 H 1.45946 -0.94712 2.50357
24 H 3.16682 -2.78881 2.21391
25 H 2.50504 -2.01661 5.91542
26 H 0.37814 -1.80377 1.42180
27 F 2.23862 -0.37128 -0.62165
28 H 0.75047 -3.50323 5.03384
29 H -2.66057 3.28405 -4.27020
30 H -2.95578 -1.40057 4.21403
31 C 1.16170 -1.94787 2.16871
32 C -1.94391 0.18087 -2.08524
33 C -3.48636 -1.96680 3.44730
34 H 2.18826 -3.63410 4.03844
35 O -3.70976 -0.11211 1.84082
36 C -1.43395 1.56860 -3.96815
37 C 1.15497 0.07660 -4.34231
38 C 2.70105 2.55571 -2.85414
39 H -3.60849 0.79292 -0.90201
40 H -1.77680 -0.67866 -1.44945
41 C -3.17620 0.89679 2.67794
42 C 2.33246 -2.66314 1.52141
43 H -2.14760 -1.47653 1.82443
44 H -1.14855 0.15375 2.84988
45 O 0.55031 -2.66015 3.22778
46 H -0.36050 -1.43246 -3.92982
47 H 1.35130 -0.53935 -5.21767
48 C 1.72849 3.58313 -2.13184
49 N 2.39430 1.18798 -2.48203
50 H 3.28259 0.41109 -4.28198
51 F 0.85632 4.03926 -3.02475
52 C 1.94676 -1.72384 5.02578
53 H -3.45574 0.71360 3.72149
54 H 2.69454 -2.09310 0.67639
55 H -3.66790 1.82441 2.38251
56 C 2.47315 0.19420 -3.59097
57 O 3.27439 1.73256 -0.18021
58 S 3.23353 0.69858 -1.14504
59 H -1.31564 1.88917 3.13325
60 H 0.91608 1.06648 -4.71347
61 C -1.67527 1.05509 2.52946
62 F 3.97251 2.89080 -2.61173

The HOMO energy is -0.3360 Ha. As for the LUMO energy: 0.589 eV. Its SMILES is O=S(=O)(F)N(CCCc1ccccc1)C(F)(F)C(F)(F)F.CCOCC.CCOCC.